C2H8O3Sn | the ωB97M-V functional and the def2-TZVPD basis

XYZ file:
```
14
Properties=species:S:1:pos:R:3:lowdin_charge:R:1
Sn 2.14 -0.38 0.21 1.890
O 2.09 2.34 -0.69 -0.112
H 1.98 2.63 -1.60 0.088
H 2.23 3.15 -0.18 0.089
C -1.36 -1.23 -0.13 -0.210
C -0.63 -0.46 0.94 -0.271
O 0.07 0.72 0.58 -0.213
O -0.32 -1.77 -0.86 -0.095
H -2.06 -0.62 -0.71 0.153
H -2.02 -1.93 0.40 0.154
H 0.14 -1.21 1.28 0.071
H -1.20 -0.31 1.86 0.160
H -0.49 1.49 0.45 0.157
H -0.56 -2.41 -1.55 0.141
```

Results
Kohn-Sham gap, eV: 8.06
Spin multiplicity: 1
LUMO, eV: -11.049
Charge: +2
HOMO level, eV: -19.1123
E_tot, Ha: -520.31236
Max |F|, eV/Å: 2.1



C2H8OS | the ωB97M-V functional and the def2-TZVPD basis

XYZ file:
```
12
Properties=species:S:1:pos:R:3:lowdin_charge:R:1
C 1.20 -0.49 2.49 -0.213
O 1.64 0.18 1.36 -0.173
H 0.05 -0.59 2.32 0.098
H 1.58 -1.57 2.58 0.101
H 1.41 0.22 3.26 0.061
H 2.00 -0.47 0.66 0.126
C -1.79 0.46 -1.95 -0.428
S -0.43 -0.03 -3.11 0.641
H -1.84 1.54 -2.04 0.023
H -1.45 0.13 -1.04 -0.028
H -2.79 0.07 -2.10 0.038
H 0.43 0.55 -2.43 -0.246
```

Results
Kohn-Sham gap, eV: 9.77
SMILES string: CO.CS
Spin multiplicity: 1
LUMO, eV: 0.688
HOMO level, eV: -9.0786
E_tot, Ha: -554.35839
Max |F|, eV/Å: 4.3



C2H8OS | the ωB97M-V functional and the def2-TZVPD basis

XYZ file:
```
12
Properties=species:S:1:pos:R:3:lowdin_charge:R:1
C 1.05 -1.52 -1.16 -0.092
C 0.24 -2.25 -0.11 -0.327
O -0.65 -1.42 0.63 -0.095
H 0.40 -0.89 -1.78 0.072
H 1.76 -0.84 -0.70 0.067
H 1.55 -2.25 -1.79 0.074
H 0.91 -2.74 0.60 0.106
H -0.37 -3.01 -0.58 0.108
H -0.13 -0.69 0.98 0.052
S -0.36 2.44 0.38 0.477
H 0.69 2.40 -0.46 -0.224
H -1.12 1.73 -0.46 -0.217
```

Results
Kohn-Sham gap, eV: 10.74
SMILES string: CCO.S
Spin multiplicity: 1
LUMO, eV: 0.806
HOMO level, eV: -9.9313
E_tot, Ha: -554.40202
Max |F|, eV/Å: 0.6



C2H8OS | the ωB97M-V functional and the def2-TZVPD basis

XYZ file:
```
12
Properties=species:S:1:pos:R:3:lowdin_charge:R:1
C -0.77 0.31 -0.84 -0.095
C 0.64 0.90 -0.52 -0.321
O 1.63 0.50 -1.45 -0.098
H -1.16 0.87 -1.76 0.093
H -1.42 0.54 -0.03 0.041
H -0.66 -0.83 -0.97 0.100
H 0.74 2.01 -0.39 0.128
H 0.88 0.35 0.34 0.046
H 1.19 0.12 -2.22 0.075
S 0.26 -1.64 2.76 0.482
H -0.50 -1.99 1.70 -0.221
H -0.82 -1.15 3.35 -0.230
```

Results
Kohn-Sham gap, eV: 10.62
SMILES string: CCO.S
Spin multiplicity: 1
LUMO, eV: 0.772
HOMO level, eV: -9.8523
E_tot, Ha: -554.38345
Max |F|, eV/Å: 2.7



C2H8OS | the ωB97M-V functional and the def2-TZVPD basis

XYZ file:
```
12
Properties=species:S:1:pos:R:3:lowdin_charge:R:1
C 0.24 0.83 2.34 -0.222
O -0.80 0.73 1.47 -0.131
H 0.31 1.86 2.77 0.091
H 0.27 0.11 3.18 0.084
H 1.20 0.67 1.83 0.076
H -1.62 0.62 1.94 0.085
C 0.04 -1.20 -2.70 -0.438
S 0.13 0.43 -1.74 0.572
H -0.22 -1.98 -2.03 -0.012
H -0.77 -1.04 -3.48 0.040
H 0.94 -1.59 -3.24 0.031
H 0.30 0.56 -0.35 -0.176
```

Results
Kohn-Sham gap, eV: 9.43
SMILES string: CO.CS
Spin multiplicity: 1
LUMO, eV: 0.792
HOMO level, eV: -8.6331
E_tot, Ha: -554.35293
Max |F|, eV/Å: 3.2



C2H8OS2 | the ωB97M-V functional and the def2-TZVPD basis

XYZ file:
```
13
Properties=species:S:1:pos:R:3:lowdin_charge:R:1
C -0.95 -0.09 -1.66 -0.605
S -2.07 -0.44 -0.30 0.634
S 2.08 -0.10 -0.82 0.653
C 1.54 -0.69 0.79 -0.528
H -0.25 -0.98 -1.79 0.030
H -1.57 0.08 -2.54 0.039
H -0.31 0.77 -1.42 -0.009
H 2.15 -1.58 1.00 0.032
H 1.78 0.15 1.53 0.055
H 0.43 -0.84 0.74 0.000
H -1.09 0.67 0.91 -0.172
H -1.21 1.84 2.02 0.085
O -0.54 1.22 1.54 -0.213
```

Results
Kohn-Sham gap, eV: 4.51
Spin multiplicity: 1
LUMO, eV: -4.068
HOMO level, eV: -8.5808
E_tot, Ha: -952.43151
Max |F|, eV/Å: 2.9



C2H8OS2 | the ωB97M-V functional and the def2-TZVPD basis

XYZ file:
```
13
Properties=species:S:1:pos:R:3:lowdin_charge:R:1
C -1.04 0.20 -2.73 -0.086
C -1.80 -0.10 -1.45 -0.306
O -1.23 -1.24 -0.81 -0.085
H -1.61 0.49 -3.61 0.070
H -0.26 0.95 -2.53 0.074
H -0.44 -0.65 -3.02 0.063
H -2.89 -0.20 -1.58 0.107
H -1.63 0.65 -0.68 0.110
H -1.28 -1.98 -1.39 0.054
S 2.40 1.28 4.95 0.191
S 4.22 0.59 4.29 0.216
H 1.51 0.29 5.23 -0.187
H 4.05 -0.27 3.31 -0.220
```

Results
Kohn-Sham gap, eV: 9.18
SMILES string: CCO.SS
Spin multiplicity: 1
LUMO, eV: 0.292
HOMO level, eV: -8.8856
E_tot, Ha: -952.56450
Max |F|, eV/Å: 1.4



C2H8OS2 | the ωB97M-V functional and the def2-TZVPD basis

XYZ file:
```
13
Properties=species:S:1:pos:R:3:lowdin_charge:R:1
S -2.50 -1.77 -1.40 0.593
S -2.14 -1.59 0.63 0.608
H -2.11 -0.57 -1.84 -0.129
H -2.65 -0.36 0.79 -0.096
C 1.15 1.12 0.38 -0.268
O -0.22 1.28 -0.12 -0.133
C 1.39 -0.35 0.40 -0.109
H 1.75 1.70 -0.33 0.123
H 1.22 1.52 1.38 0.114
H -0.03 1.48 -1.04 0.073
H 1.07 -0.89 -0.56 0.088
H 2.40 -0.75 0.58 0.081
H 0.67 -0.83 1.12 0.054
```

Results
Kohn-Sham gap (spin up / spin down), eV: 8.58 / 5.22
Spin multiplicity: 2
LUMO (spin up / spin down), eV: -5.649 / -8.973
Charge: +1
HOMO level (spin up / spin down), eV: -14.2254 / -14.1913
E_tot, Ha: -952.24773
Max |F|, eV/Å: 2.8



C2H8P2S2 | the ωB97M-V functional and the def2-TZVPD basis

XYZ file:
```
14
Properties=species:S:1:pos:R:3:lowdin_charge:R:1
C 1.72 -0.35 1.52 -0.311
C 0.92 0.89 -0.96 -0.345
P -1.74 -0.34 0.54 0.381
P 0.95 -0.76 -0.09 0.269
S -2.87 -2.10 0.06 0.172
S 2.23 -1.95 -1.13 0.083
H 0.92 -0.18 2.23 0.016
H 2.29 0.57 1.40 0.043
H 2.32 -1.10 1.86 -0.002
H -0.14 1.23 -1.04 -0.004
H 1.31 0.89 -1.92 -0.011
H 1.54 1.61 -0.34 0.050
H -1.43 -1.06 1.78 -0.176
H -3.87 -1.39 -0.66 -0.165
```

Results
Kohn-Sham gap (spin up / spin down), eV: 6.58 / 6.58
Spin multiplicity: 1
LUMO (spin up / spin down), eV: -1.397 / -1.397
HOMO level (spin up / spin down), eV: -7.9807 / -7.9817
E_tot, Ha: -1560.03416
Max |F|, eV/Å: 3.0



C2H8P2S2 | the ωB97M-V functional and the def2-TZVPD basis

XYZ file:
```
14
Properties=species:S:1:pos:R:3:lowdin_charge:R:1
C 1.52 -0.80 0.08 -0.704
C -0.34 1.56 0.21 -0.349
P -2.05 -1.31 -0.17 0.148
P 0.22 0.25 -0.82 0.659
S 3.19 0.10 0.14 0.616
S -2.81 0.41 0.22 0.101
H 1.64 -1.66 -0.53 0.013
H 1.27 -1.16 0.98 -0.029
H -0.43 1.66 1.29 0.002
H -0.57 2.52 -0.24 0.006
H -2.92 -1.64 -1.32 -0.115
H -3.07 -1.96 0.67 -0.116
H 1.31 0.91 -1.47 -0.046
H 3.03 1.11 0.96 -0.186
```

Results
Kohn-Sham gap (spin up / spin down), eV: 7.17 / 7.17
Spin multiplicity: 1
LUMO (spin up / spin down), eV: -1.168 / -1.167
HOMO level (spin up / spin down), eV: -8.3356 / -8.3366
E_tot, Ha: -1559.92993
Max |F|, eV/Å: 4.5



C2H8S2 | the ωB97M-V functional and the def2-TZVPD basis

XYZ file:
```
12
Properties=species:S:1:pos:R:3:lowdin_charge:R:1
S 1.73 -1.84 1.08 -0.032
H 1.06 -2.60 0.17 -0.287
H 2.97 -2.33 0.77 -0.309
C -0.02 1.24 -1.34 -0.485
S -0.13 1.61 0.43 0.593
C -1.25 0.28 0.92 -0.519
H -1.01 1.20 -1.77 0.023
H 0.55 0.33 -1.50 0.004
H 0.53 2.08 -1.76 0.015
H -1.55 0.42 1.95 0.018
H -2.13 0.29 0.29 0.022
H -0.76 -0.68 0.79 -0.042
```

Results
Kohn-Sham gap (spin up / spin down), eV: 2.16 / 8.35
Spin multiplicity: 2
LUMO (spin up / spin down), eV: 3.070 / 3.044
Charge: -1
HOMO level (spin up / spin down), eV: 0.9092 / -5.3086
E_tot, Ha: -877.31379
Max |F|, eV/Å: 0.6



C2H8S2 | the ωB97M-V functional and the def2-TZVPD basis

XYZ file:
```
12
Properties=species:S:1:pos:R:3:lowdin_charge:R:1
C 3.68 -2.14 0.16 -0.532
S 2.13 -2.44 1.00 0.623
H 3.80 -1.30 -0.52 0.030
H 4.58 -2.40 0.70 0.025
H 3.54 -2.88 -0.64 0.016
H 2.08 -1.46 1.94 -0.162
C -2.61 2.65 0.40 -0.505
S -2.80 2.05 -1.32 0.600
H -1.64 2.59 0.89 0.024
H -3.08 3.60 0.60 0.023
H -3.26 1.93 0.92 0.012
H -2.21 3.16 -1.84 -0.155
```

Results
Kohn-Sham gap, eV: 9.96
SMILES string: CS.CS
Spin multiplicity: 1
LUMO, eV: 0.819
HOMO level, eV: -9.1437
E_tot, Ha: -877.32953
Max |F|, eV/Å: 2.1



C2H8S2Si | the ωB97M-V functional and the def2-TZVPD basis

XYZ file:
```
13
Properties=species:S:1:pos:R:3:lowdin_charge:R:1
C 0.69 -1.62 0.76 -0.386
C 1.87 0.54 -0.84 -1.026
Si -1.96 0.64 -0.53 0.601
S 1.82 1.75 0.34 0.691
S 1.42 -0.98 -0.87 0.732
H 0.15 -0.79 1.28 0.007
H 1.51 -2.03 1.45 0.055
H 0.01 -2.49 0.45 0.047
H -2.00 0.92 0.94 -0.102
H -3.31 0.15 -0.79 -0.122
H -1.14 -0.48 -0.62 -0.191
H -1.38 1.71 -1.18 -0.136
H 2.31 2.69 -0.39 -0.170
```

Results
Kohn-Sham gap, eV: 8.68
Spin multiplicity: 1
LUMO, eV: 0.428
HOMO level, eV: -8.2516
E_tot, Ha: -1166.72258
Max |F|, eV/Å: 2.8



C2H8S2Si2 | the ωB97M-V functional and the def2-TZVPD basis

XYZ file:
```
14
Properties=species:S:1:pos:R:3:lowdin_charge:R:1
C 0.68 1.29 0.77 -0.637
C -0.74 0.95 1.26 -0.562
Si 1.17 -0.99 -1.44 0.245
Si -1.13 -1.30 -0.77 0.143
S 1.91 -0.07 0.76 0.620
S -1.91 0.62 -0.17 0.480
H 0.64 1.70 -0.16 -0.003
H 1.13 2.13 1.21 0.048
H -0.73 -0.03 1.70 0.007
H -1.26 1.71 1.99 0.116
H 1.96 -2.22 -1.87 -0.145
H 1.38 0.41 -2.14 -0.089
H -2.01 -2.11 -1.60 -0.120
H -1.08 -2.09 0.46 -0.103
```

Results
Kohn-Sham gap (spin up / spin down), eV: 5.51 / 5.77
Spin multiplicity: 3
LUMO (spin up / spin down), eV: 0.564 / -3.159
HOMO level (spin up / spin down), eV: -4.9502 / -8.9331
E_tot, Ha: -1456.19157
Max |F|, eV/Å: 3.4



C2H8S4 | the ωB97M-V functional and the def2-TZVPD basis

XYZ file:
```
14
Properties=species:S:1:pos:R:3:lowdin_charge:R:1
C 0.84 -3.58 0.30 -0.528
S -0.59 -2.51 -0.18 0.301
S 0.67 -1.36 -1.41 0.226
H 0.75 -3.89 1.36 0.030
H 1.83 -3.16 0.01 0.007
H 0.86 -4.44 -0.38 0.007
H -0.16 -0.25 -1.62 -0.197
C -1.03 2.77 1.30 -0.563
S 0.47 2.96 0.27 0.092
S -0.34 2.76 -1.68 -0.076
H -1.99 3.40 1.28 0.050
H -0.75 2.42 2.28 -0.003
H -1.34 1.91 0.69 -0.042
H 0.79 2.98 -2.23 -0.306
```

Results
Kohn-Sham gap (spin up / spin down), eV: 2.55 / 6.02
Spin multiplicity: 2
LUMO (spin up / spin down), eV: 2.743 / 2.679
Charge: -1
HOMO level (spin up / spin down), eV: 0.1906 / -3.3409
E_tot, Ha: -1673.66973
Max |F|, eV/Å: 4.5



C2H8S4 | the ωB97M-V functional and the def2-TZVPD basis

XYZ file:
```
14
Properties=species:S:1:pos:R:3:lowdin_charge:R:1
C 0.00 0.00 0.00 -0.518
S 1.57 -0.52 0.71 0.356
S 2.20 1.14 1.89 0.248
H -0.29 -0.72 -0.79 0.034
H 0.15 0.99 -0.46 0.027
H -0.82 0.07 0.73 0.035
H 2.66 1.98 0.94 -0.191
C 4.97 2.63 4.92 -0.519
S 3.77 3.72 5.66 0.349
S 2.23 3.69 4.32 0.262
H 5.83 2.43 5.59 0.040
H 5.36 3.01 3.96 0.036
H 4.45 1.68 4.74 0.023
H 1.24 3.07 5.00 -0.181
```

Results
Kohn-Sham gap, eV: 9.33
SMILES string: CSS.CSS
Spin multiplicity: 1
LUMO, eV: 0.553
HOMO level, eV: -8.7752
E_tot, Ha: -1673.72861
Max |F|, eV/Å: 1.4



C2H9BrSi2 | the ωB97M-V functional and the def2-TZVPD basis

XYZ file:
```
14
Properties=species:S:1:pos:R:3:lowdin_charge:R:1
C 1.19 -1.28 -0.81 -0.166
C 0.83 -1.06 0.72 -0.447
Si -0.95 2.05 -0.26 0.308
Si -0.39 0.30 1.15 0.641
Br -3.12 -0.42 -0.55 -0.301
H 1.59 -0.34 -1.13 0.053
H 1.64 -2.25 -0.90 0.072
H 0.34 -1.39 -1.42 0.035
H 1.92 -1.10 1.10 0.099
H 0.56 -2.03 1.13 0.055
H -0.18 3.32 0.31 -0.091
H -0.61 1.54 -1.65 -0.081
H -2.31 2.45 -0.47 -0.147
H -0.51 0.20 2.77 -0.031
```

Results
Kohn-Sham gap, eV: 7.10
Spin multiplicity: 1
LUMO, eV: -1.750
HOMO level, eV: -8.8516
E_tot, Ha: -3234.48883
Max |F|, eV/Å: 2.9



C2H9N | the ωB97M-V functional and the def2-TZVPD basis

XYZ file:
```
12
Properties=species:S:1:pos:R:3:lowdin_charge:R:1
C 0.98 0.88 0.22 -0.185
C -0.34 1.17 1.03 -0.175
H 1.22 -0.16 0.55 0.052
H 0.59 0.73 -0.76 0.018
H 1.87 1.58 0.36 0.082
H -1.01 0.33 0.77 0.036
H -0.84 2.14 0.88 0.056
H -0.05 0.98 2.10 0.067
N -0.53 -1.62 -1.37 0.029
H -1.18 -1.73 -0.58 0.018
H -1.00 -2.17 -2.06 0.002
H 0.28 -2.13 -1.13 -0.001
```

Results
Kohn-Sham gap, eV: 11.55
SMILES string: CC.N
Spin multiplicity: 1
LUMO, eV: 1.087
HOMO level, eV: -10.4624
E_tot, Ha: -136.32589
Max |F|, eV/Å: 2.3



C2H9N2 | the ωB97M-V functional and the def2-TZVPD basis

XYZ file:
```
13
Properties=species:S:1:pos:R:3:lowdin_charge:R:1
N -0.58 -1.67 1.46 -0.017
H 0.22 -0.25 0.77 0.115
H -1.57 -1.87 1.13 0.083
H -0.37 -2.09 2.41 0.082
H -0.05 -2.36 0.86 0.069
C -0.56 1.70 -1.31 0.051
C 0.35 0.72 -1.24 -0.175
N 0.89 0.38 0.11 0.090
H -0.76 2.24 -0.42 0.062
H -0.92 2.11 -2.31 0.115
H 0.55 0.04 -2.11 0.133
H 1.86 -0.16 -0.12 0.225
H 0.95 1.20 0.76 0.167
```

Results
Kohn-Sham gap, eV: 11.36
Spin multiplicity: 1
LUMO, eV: -3.524
Charge: +1
HOMO level, eV: -14.8872
E_tot, Ha: -190.81770
Max |F|, eV/Å: 3.5



C2H9N2O | the ωB97M-V functional and the def2-TZVPD basis

XYZ file:
```
14
Properties=species:S:1:pos:R:3:lowdin_charge:R:1
C 1.00 -1.33 1.48 -0.018
N -1.46 -0.77 -1.18 0.192
C -0.76 -0.69 -0.06 -0.138
N 0.08 -1.57 0.37 0.029
H 0.52 -1.51 2.44 0.102
H 1.36 -0.31 1.46 0.098
H 1.89 -1.95 1.36 0.108
H -2.19 -0.09 -1.31 0.136
H -1.10 -1.25 -1.99 0.141
H -0.91 0.19 0.57 0.174
H 0.15 -2.47 -0.10 0.174
H 1.62 3.93 -0.01 0.038
H 1.07 3.61 -1.39 0.034
O 0.81 3.64 -0.46 -0.071
```

Results
Kohn-Sham gap, eV: 10.60
Spin multiplicity: 1
LUMO, eV: -3.838
Charge: +1
HOMO level, eV: -14.4328
E_tot, Ha: -266.11302
Max |F|, eV/Å: 0.7